Here is a molecular structure, C28H26F5N4STc from the Open Molecules 2025 dataset. Energies are from ωB97M-V/def2-TZVPD.

Positions of all 65 atoms, in Å:
Tc (-0.0543, 0.0352, 0.0701)
C (-0.5508, -3.9624, 0.7434)
C (-0.5895, -2.9186, 1.8708)
C (-1.7146, -1.8743, 1.8050)
N (-1.7009, -1.0034, 0.6514)
C (-2.8145, -0.7867, -0.0511)
C (-3.8906, -1.6970, -0.0964)
C (-5.1527, -1.5786, -0.6384)
C (-5.7662, -0.4639, -1.1938)
C (-5.1965, 0.7853, -1.3930)
C (-3.8807, 1.1733, -1.2594)
C (-2.7484, 0.4507, -0.8350)
N (-1.4992, 0.8950, -0.9698)
C (-1.1308, 2.0419, -1.7816)
C (-0.2024, 2.9866, -1.0035)
C (1.2625, 2.4995, -0.9594)
N (1.3302, 1.0602, -0.9906)
C (2.0265, 0.3798, -1.8997)
C (2.7770, 0.9474, -2.9513)
C (3.6287, 0.3658, -3.8709)
C (4.1269, -0.9304, -3.9195)
C (3.7398, -1.9978, -3.1185)
C (2.6644, -2.0680, -2.2584)
C (1.7791, -1.0619, -1.8186)
N (0.6157, -1.3452, -1.2321)
C (0.0539, -2.6676, -1.3971)
C (0.5044, -3.6847, -0.3293)
H (-0.3154, -4.9302, 1.1881)
H (-1.5270, -4.0596, 0.2673)
H (-0.7215, -3.4320, 2.8245)
H (0.3782, -2.4208, 1.9257)
H (-2.6808, -2.3719, 1.9252)
H (-1.6003, -1.2098, 2.6752)
H (-3.6827, -2.6671, 0.3321)
H (-5.7674, -2.4659, -0.5711)
H (-6.8030, -0.5727, -1.4742)
H (-5.8704, 1.5577, -1.7376)
H (-3.6988, 2.2113, -1.5016)
H (-0.6263, 1.6578, -2.6760)
H (-2.0010, 2.6072, -2.1115)
H (-0.2092, 3.9719, -1.4673)
H (-0.5978, 3.1017, 0.0068)
H (1.8059, 2.9451, -1.7911)
H (1.7334, 2.8476, -0.0330)
H (2.6505, 2.0110, -3.1013)
H (4.0117, 1.0425, -4.6254)
H (4.8830, -1.1392, -4.6630)
H (4.3029, -2.9149, -3.2411)
H (2.4770, -3.0445, -1.8353)
H (-1.0318, -2.5570, -1.3503)
H (0.2983, -3.0373, -2.3989)
H (0.7439, -4.6242, -0.8270)
H (1.4174, -3.3301, 0.1524)
F (3.5704, -0.5240, 5.8718)
C (2.7192, -0.0244, 4.9816)
C (2.6582, -0.5631, 3.6985)
F (3.4504, -1.5747, 3.3368)
C (1.7507, -0.0451, 2.7915)
F (1.6986, -0.5791, 1.5206)
C (0.8572, 0.9802, 3.1020)
S (-0.3416, 1.5296, 1.9945)
C (0.9570, 1.5202, 4.3950)
F (0.1352, 2.5097, 4.7339)
C (1.8686, 1.0326, 5.3204)
F (1.9184, 1.5531, 6.5405)

Cartesian forces, eV/Å:
Tc -2.017 0.544 -0.387
C 0.330 0.077 0.179
C -0.357 0.102 -0.084
C 0.204 -0.449 0.528
N -0.097 -0.400 -0.310
C 0.071 0.233 0.170
C -0.145 0.056 -0.045
C 0.145 0.027 0.040
C 0.150 0.389 -0.029
C -0.504 -0.480 0.080
C 0.804 -0.110 0.222
C -1.049 -0.332 -0.268
N 1.413 -0.081 0.797
C 0.219 0.599 -0.060
C 0.059 -0.115 -0.150
C -0.086 0.471 0.063
N 0.500 -0.319 -0.589
C 0.269 0.103 0.189
C -0.032 0.045 -0.123
C -0.019 -0.038 0.163
C -0.077 -0.365 0.188
C 0.293 0.397 -0.458
C -0.496 0.386 0.435
C 0.735 -0.048 -0.813
N -0.070 0.466 0.812
C -0.084 -0.502 0.344
C -0.359 -0.033 -0.147
H -0.096 -0.021 -0.005
H -0.143 -0.083 -0.003
H 0.009 0.051 0.050
H 0.026 0.028 0.051
H 0.113 0.049 0.019
H -0.063 -0.073 -0.080
H 0.045 -0.014 0.031
H -0.013 -0.079 -0.006
H -0.107 0.003 -0.010
H -0.022 0.047 -0.063
H 0.047 -0.054 -0.126
H -0.079 0.072 0.008
H 0.055 -0.123 -0.026
H -0.075 0.047 -0.055
H 0.030 0.071 -0.133
H -0.005 0.028 0.083
H -0.063 0.029 -0.112
H -0.034 -0.026 0.061
H 0.042 0.025 0.034
H 0.091 0.053 -0.002
H -0.048 -0.035 -0.051
H -0.068 -0.073 -0.059
H 0.059 -0.058 -0.066
H 0.012 0.147 0.074
H 0.056 -0.055 -0.042
H 0.085 -0.037 -0.016
F -0.102 0.123 -0.108
C -0.224 0.093 -0.248
C -0.003 -0.017 -0.091
F -0.043 0.144 0.136
C -0.348 0.477 0.357
F 0.052 -0.118 0.274
C 0.798 -0.519 0.651
S -0.076 -0.082 -0.734
C 0.109 -0.356 -0.457
F 0.077 -0.036 0.137
C 0.072 -0.195 -0.134
F 0.034 -0.059 -0.087

Results
E_LUMO (spin up / spin down)   -0.1819 / -0.1651 Eh
ΔE to the lowest compared entry with this formula, charge and spin   119.5 kJ/mol
Total charge   +1
Multiplicity   2
Total energy   -62031.9149 eV
HOMO-LUMO gap (spin up / spin down)   5.131 / 5.927 eV

How is the electron density shared among the atoms? According to Löwdin, the charges in e are: 1.412, -0.184, -0.166, -0.211, -0.149, -0.208, 0.015, -0.045, -0.051, -0.047, 0.024, -0.189, -0.123, -0.183, -0.175, -0.211, -0.143, -0.205, 0.016, -0.053, -0.063, -0.048, 0.009, -0.214, -0.128, -0.199, -0.178, 0.113, 0.107, 0.118, 0.082, 0.111, 0.116, 0.105, 0.117, 0.114, 0.118, 0.109, 0.134, 0.104, 0.117, 0.044, 0.099, 0.121, 0.101, 0.116, 0.111, 0.117, 0.104, 0.104, 0.125, 0.114, 0.111, 0.143, -0.127, -0.140, 0.129, -0.205, -0.039, -0.526, 0.749, -0.234, 0.101, -0.130, 0.145



Here is a molecular structure, C28H26HfN6O2SSe5 from the Open Molecules 2025 dataset. Energies are from ωB97M-V/def2-TZVPD.

Positions of all 69 atoms, in Å:
Hf (1.1698, -1.4673, 1.3509)
O (1.9993, -2.4700, -0.0998)
C (3.1216, -2.7705, -0.7212)
C (3.0928, -3.3814, -1.9764)
C (4.2759, -3.7056, -2.6069)
C (5.5129, -3.4461, -2.0100)
C (5.5453, -2.8522, -0.7692)
C (4.3600, -2.5017, -0.1078)
C (4.4558, -1.8614, 1.1851)
N (3.4921, -1.4236, 1.9085)
C (3.8789, -0.7128, 3.1421)
C (2.6394, -0.4727, 3.9973)
N (1.6287, -0.0168, 3.0584)
C (1.1677, 1.1718, 3.1292)
C (0.4081, 1.7925, 2.0593)
C (-0.4158, 2.8918, 2.3305)
C (-1.1015, 3.5271, 1.3192)
C (-0.9311, 3.0864, 0.0026)
C (-0.0915, 2.0342, -0.2965)
C (0.5914, 1.3594, 0.7255)
O (1.3827, 0.3392, 0.4321)
H (2.1317, -3.5759, -2.4315)
H (4.2411, -4.1730, -3.5828)
H (6.4308, -3.7074, -2.5175)
H (6.4937, -2.6410, -0.2882)
H (5.4781, -1.7261, 1.5514)
H (4.2973, 0.2559, 2.8556)
H (4.6372, -1.2716, 3.6943)
H (2.8355, 0.2707, 4.7732)
H (2.2922, -1.3945, 4.4636)
H (1.3880, 1.7777, 4.0109)
H (-0.5186, 3.2217, 3.3585)
H (-1.7526, 4.3624, 1.5379)
H (-1.4596, 3.5848, -0.8013)
H (0.0642, 1.6899, -1.3118)
Se (1.2374, -3.5374, 3.1574)
Se (-0.9466, -4.2835, 2.7543)
Se (-1.1998, -3.6804, 0.5378)
Se (-1.4295, -1.3295, 0.6173)
C (-0.4239, 0.6086, -5.8811)
N (-1.1954, 0.4048, -4.6764)
C (-0.7368, -0.1929, -3.5426)
Se (0.9063, -0.8868, -3.1822)
N (-1.7655, -0.1745, -2.6573)
C (-2.8856, 0.4142, -3.2137)
C (-4.1571, 0.6579, -2.7254)
C (-5.0509, 1.2942, -3.5772)
C (-4.6828, 1.6728, -4.8683)
C (-3.4057, 1.4268, -5.3567)
C (-2.5193, 0.7904, -4.5061)
H (0.5612, 0.1783, -5.7188)
H (-0.3282, 1.6743, -6.0920)
H (-0.9070, 0.1131, -6.7237)
H (-1.6730, -0.6088, -1.7435)
H (-4.4427, 0.3590, -1.7258)
H (-6.0559, 1.4978, -3.2326)
H (-5.4064, 2.1665, -5.5028)
H (-3.1189, 1.7200, -6.3577)
S (-1.0125, -0.8615, 4.9073)
C (-2.0332, 0.3752, 4.4942)
N (-2.7447, 0.2799, 3.3114)
C (-3.6319, 1.1914, 2.8905)
C (-3.8846, 2.2827, 3.6605)
C (-3.1197, 2.3813, 4.8422)
N (-2.2355, 1.5066, 5.2420)
H (-2.5138, -0.5159, 2.7156)
H (-4.0985, 0.9942, 1.9345)
H (-4.5971, 3.0375, 3.3700)
H (-3.2442, 3.2500, 5.4836)

Cartesian forces, eV/Å:
Hf 0.482 -0.288 -0.170
O 0.067 0.018 -0.355
C 0.111 -0.070 0.166
C 0.020 -0.006 -0.008
C 0.016 -0.006 0.018
C -0.016 0.006 -0.005
C -0.003 0.017 -0.012
C -0.057 -0.009 0.071
C -0.025 -0.040 -0.103
N -0.089 0.032 0.077
C -0.013 -0.038 -0.001
C -0.041 -0.002 0.002
N -0.095 0.123 0.045
C -0.005 0.004 -0.038
C -0.001 -0.014 0.025
C -0.012 -0.010 0.014
C 0.006 -0.008 -0.008
C 0.000 0.000 0.007
C 0.053 0.007 -0.036
C -0.038 0.029 0.067
O -0.233 0.035 0.060
H -0.005 0.002 0.007
H 0.002 0.004 -0.004
H 0.000 -0.004 0.001
H 0.001 -0.006 0.000
H 0.004 -0.001 -0.006
H 0.023 -0.004 0.010
H -0.010 -0.017 -0.002
H 0.006 0.010 -0.008
H 0.007 0.007 0.014
H -0.002 0.002 0.001
H -0.004 0.004 0.003
H -0.001 0.000 0.000
H -0.003 -0.003 0.001
H 0.006 0.005 0.001
Se -0.060 0.036 -0.024
Se -0.051 0.083 0.072
Se 0.057 -0.012 -0.078
Se -0.138 0.002 0.233
C -0.005 0.001 0.000
N 0.040 0.009 -0.046
C -0.123 -0.001 0.164
Se 0.097 0.033 -0.166
N 0.027 -0.097 -0.086
C 0.000 0.006 0.032
C -0.024 0.004 0.005
C 0.007 -0.010 0.005
C 0.011 0.000 0.001
C -0.017 0.006 -0.005
C 0.039 0.021 -0.005
H 0.003 0.003 -0.004
H 0.001 0.001 -0.002
H -0.001 -0.001 0.000
H -0.044 0.075 0.012
H 0.008 -0.004 0.000
H 0.001 0.002 -0.001
H 0.000 -0.001 0.001
H -0.002 -0.003 0.001
S 0.029 0.089 0.058
C -0.038 0.011 0.011
N 0.031 -0.017 -0.019
C -0.016 0.009 -0.014
C -0.007 0.003 -0.013
C 0.023 0.001 0.016
N 0.002 -0.025 -0.002
H -0.008 -0.001 0.021
H 0.002 0.001 0.003
H 0.000 -0.001 0.000
H 0.002 -0.001 -0.002

Results
E_LUMO   -0.0158 Eh
ΔE to the lowest compared entry with this formula, charge and spin   23.3 kJ/mol
Total charge   0
Multiplicity   1
Total energy   -381374.2172 eV
HOMO-LUMO gap   6.821 eV

How is the electron density shared among the atoms? According to Löwdin, the charges in e are: 1.161, -0.287, -0.309, -0.032, -0.057, -0.085, -0.040, -0.129, -0.062, -0.061, -0.178, -0.231, -0.114, -0.081, -0.152, -0.049, -0.093, -0.064, -0.013, -0.383, -0.254, 0.092, 0.110, 0.101, 0.112, 0.137, 0.129, 0.125, 0.125, 0.045, 0.146, 0.113, 0.101, 0.107, 0.099, -0.018, -0.056, -0.003, 0.119, -0.034, -0.079, -0.778, 0.675, 0.098, -0.178, -0.009, -0.093, -0.092, -0.010, -0.163, 0.037, 0.098, 0.098, 0.001, 0.110, 0.101, 0.101, 0.110, 0.624, -0.866, 0.044, -0.077, -0.059, -0.140, 0.065, 0.000, 0.131, 0.101, 0.112



> Which of these has the highest total energy?

C28H26F5N4STc



> Number 1 is which compound?

C28H26F5N4STc